# 1
{"formula": "C32H42AsIrN4O3S3", "method": "wB97M-V/def2-TZVPD", "e_above_lowest_kcal_mol": 86.9, "orbital_gap_ev": [5.6, 5.7], "s_squared": 0.760, "e_lumo_ev": [-4.4, -4.4], "e_homo_ev": [-9.9531, -10.1329], "charge": 1, "multiplicity": 2, "species": ["Ir", "C", "C", "S", "C", "C", "S", "C", "C", "S", "H", "H", "H", "H", "H", "H", "H", "H", "H", "H", "H", "H", "N", "N", "C", "O", "O", "H", "H", "H", "C", "C", "C", "C", "C", "C", "As", "N", "C", "C", "C", "C", "C", "C", "C", "C", "C", "C", "C", "C", "C", "C", "C", "C", "C", "C", "H", "H", "H", "H", "H", "H", "H", "H", "H", "H", "H", "H", "H", "H", "H", "H", "H", "H", "H", "H", "H", "H", "H", "H", "H", "H", "H", "O", "C", "N"], "positions_angstrom": [[-0.172, -0.382, 0.186], [-0.813, -4.178, -2.220], [-0.544, -4.420, -0.750], [-0.952, -3.030, 0.386], [-2.754, -2.799, 0.186], [-3.276, -2.087, -1.056], [-2.385, -0.525, -1.464], [-2.041, -0.653, -3.258], [-1.424, -1.921, -3.820], [-0.058, -2.613, -2.824], [-1.883, -4.133, -2.408], [-0.395, -4.998, -2.810], [0.516, -4.600, -0.574], [-1.120, -5.280, -0.404], [-2.996, -2.216, 1.076], [-3.211, -3.785, 0.272], [-4.308, -1.800, -0.849], [-3.272, -2.727, -1.931], [-1.379, 0.199, -3.410], [-2.982, -0.462, -3.774], [-1.008, -1.693, -4.803], [-2.159, -2.714, -3.945], [1.863, -0.307, -1.164], [1.996, 1.019, -1.640], [0.843, 1.839, -1.750], [0.916, 2.809, -2.468], [-0.151, 1.461, -1.054], [2.679, -0.537, -0.599], [1.802, -0.975, -1.938], [2.682, 1.180, -2.369], [1.028, -3.304, 8.522], [0.646, -2.455, 7.352], [0.136, -3.013, 6.189], [-0.220, -2.223, 5.109], [-0.816, -2.865, 3.891], [-0.044, -0.835, 5.177], [-0.664, 0.082, 3.471], [0.663, -0.318, 2.293], [1.939, -0.558, 2.667], [2.737, -1.444, 1.909], [4.026, -1.739, 2.286], [4.576, -1.175, 3.432], [3.827, -0.266, 4.169], [2.538, 0.040, 3.799], [-0.940, 1.984, 3.806], [-0.230, 3.037, 3.223], [0.799, 2.814, 2.160], [-0.526, 4.331, 3.638], [-1.512, 4.597, 4.578], [-1.771, 5.984, 5.068], [-2.279, 3.538, 5.054], [-2.020, 2.236, 4.669], [-2.904, 1.118, 5.139], [0.428, -0.242, 6.350], [0.594, 1.233, 6.575], [0.780, -1.077, 7.408], [0.966, -4.362, 8.284], [0.368, -3.100, 9.364], [2.044, -3.079, 8.837], [0.001, -4.083, 6.129], [-0.811, -3.949, 3.971], [-0.260, -2.580, 2.995], [-1.851, -2.529, 3.766], [2.280, -1.918, 1.050], [4.620, -2.428, 1.705], [5.573, -1.444, 3.745], [4.265, 0.215, 5.030], [1.970, 0.774, 4.354], [0.344, 2.296, 1.312], [1.635, 2.216, 2.524], [1.191, 3.765, 1.808], [0.027, 5.155, 3.210], [-1.081, 6.694, 4.620], [-1.655, 6.023, 6.151], [-2.792, 6.285, 4.836], [-3.101, 3.735, 5.729], [-3.744, 1.511, 5.706], [-2.358, 0.408, 5.769], [-3.295, 0.573, 4.273], [0.581, 1.813, 5.654], [1.531, 1.421, 7.098], [-0.214, 1.609, 7.205], [1.171, -0.627, 8.309], [-3.678, 1.683, 1.009], [-2.805, 0.943, 1.207], [-1.967, 0.116, 1.429]]}

# 2
{"formula": "C32H42AsIrN4O3S3", "method": "wB97M-V/def2-TZVPD", "e_above_lowest_kcal_mol": 5.7, "orbital_gap_ev": [8.1, 6.1], "s_squared": 0.779, "e_lumo_ev": [-2.4, -4.6], "e_homo_ev": [-10.4769, -10.7192], "charge": 1, "multiplicity": 2, "species": ["Ir", "C", "C", "S", "C", "C", "S", "C", "C", "S", "H", "H", "H", "H", "H", "H", "H", "H", "H", "H", "H", "H", "N", "N", "C", "O", "O", "H", "H", "H", "C", "C", "C", "C", "C", "C", "As", "N", "C", "C", "C", "C", "C", "C", "C", "C", "C", "C", "C", "C", "C", "C", "C", "C", "C", "C", "H", "H", "H", "H", "H", "H", "H", "H", "H", "H", "H", "H", "H", "H", "H", "H", "H", "H", "H", "H", "H", "H", "H", "H", "H", "H", "H", "O", "C", "N"], "positions_angstrom": [[0.396, -0.368, 0.455], [3.330, -3.031, -1.742], [2.212, -2.240, -2.408], [1.495, -0.749, -1.658], [2.953, 0.272, -1.343], [3.679, -0.036, -0.033], [2.557, -0.392, 1.369], [3.086, -2.037, 1.967], [3.836, -3.014, 1.068], [2.886, -3.866, -0.208], [4.229, -2.427, -1.620], [3.603, -3.820, -2.445], [1.368, -2.887, -2.650], [2.578, -1.856, -3.365], [2.585, 1.292, -1.349], [3.645, 0.173, -2.181], [4.313, 0.800, 0.255], [4.317, -0.908, -0.130], [2.165, -2.488, 2.335], [3.713, -1.797, 2.828], [4.186, -3.804, 1.736], [4.749, -2.594, 0.648], [-1.458, -0.381, -0.462], [-1.576, 0.809, -1.211], [-0.522, 1.733, -1.247], [-0.591, 2.683, -1.980], [0.482, 1.471, -0.431], [-1.544, -1.210, -1.047], [-2.195, -0.401, 0.250], [-2.260, 0.842, -1.949], [-1.765, -6.128, 3.775], [-1.826, -4.641, 3.598], [-0.841, -3.807, 4.106], [-0.860, -2.429, 3.926], [0.201, -1.632, 4.628], [-1.892, -1.862, 3.168], [-2.104, -0.002, 2.602], [-0.287, 0.510, 2.141], [0.397, 1.524, 2.811], [0.217, 1.726, 4.196], [0.880, 2.732, 4.867], [1.737, 3.589, 4.188], [1.937, 3.406, 2.827], [1.298, 2.387, 2.146], [-2.669, 1.097, 4.102], [-2.845, 2.455, 3.780], [-2.648, 3.009, 2.391], [-3.211, 3.346, 4.784], [-3.429, 2.928, 6.086], [-3.813, 3.898, 7.167], [-3.327, 1.568, 6.360], [-2.968, 0.633, 5.398], [-2.982, -0.817, 5.815], [-2.913, -2.686, 2.664], [-4.097, -2.144, 1.897], [-2.869, -4.053, 2.898], [-0.973, -6.416, 4.464], [-1.569, -6.607, 2.813], [-2.709, -6.518, 4.157], [-0.039, -4.243, 4.693], [0.814, -2.286, 5.248], [-0.240, -0.893, 5.293], [0.856, -1.093, 3.946], [-0.446, 1.094, 4.756], [0.720, 2.847, 5.931], [2.245, 4.385, 4.715], [2.594, 4.070, 2.280], [1.456, 2.291, 1.088], [-3.109, 2.382, 1.625], [-1.593, 3.123, 2.136], [-3.102, 3.996, 2.320], [-3.333, 4.393, 4.533], [-3.809, 4.923, 6.801], [-3.125, 3.833, 8.010], [-4.812, 3.678, 7.547], [-3.558, 1.216, 7.359], [-3.491, -0.905, 6.773], [-1.984, -1.241, 5.935], [-3.512, -1.446, 5.102], [-4.549, -1.268, 2.370], [-4.873, -2.905, 1.827], [-3.837, -1.862, 0.873], [-3.664, -4.678, 2.505], [-0.476, -4.590, 0.972], [-0.139, -3.453, 0.896], [0.240, -2.335, 0.850]]}

# 3
{"formula": "C32H42Br2N6O3PPdS", "method": "wB97M-V/def2-TZVPD", "e_above_lowest_kcal_mol": 0.0, "orbital_gap_ev": 6.8, "e_lumo_ev": 2.5, "e_homo_ev": -4.2844, "charge": -1, "multiplicity": 1, "species": ["Pd", "N", "C", "C", "C", "C", "C", "C", "S", "O", "O", "N", "C", "N", "C", "C", "C", "N", "H", "H", "H", "H", "H", "H", "H", "H", "H", "C", "C", "C", "C", "C", "C", "Br", "C", "C", "Br", "C", "O", "C", "N", "H", "H", "H", "H", "H", "H", "C", "C", "C", "C", "P", "N", "C", "C", "C", "C", "C", "C", "C", "C", "H", "H", "H", "H", "H", "H", "H", "H", "H", "H", "H", "H", "H", "H", "H", "H", "H", "H", "H", "H", "H", "H", "H", "H", "H", "H", "H"], "positions_angstrom": [[-1.050, 0.406, -0.356], [1.758, 7.771, -0.693], [0.771, 6.782, -0.568], [-0.484, 6.963, -1.146], [-1.472, 6.005, -0.984], [-1.209, 4.870, -0.236], [0.041, 4.670, 0.337], [1.024, 5.627, 0.173], [-2.462, 3.645, -0.021], [-3.650, 4.113, -0.684], [-2.534, 3.314, 1.376], [-1.855, 2.329, -0.744], [-1.694, 2.195, -2.079], [-1.141, 0.965, -2.329], [-0.957, 0.567, -3.566], [-1.281, 1.407, -4.622], [-1.765, 2.666, -4.282], [-1.973, 3.080, -3.039], [1.672, 8.332, -1.526], [2.697, 7.421, -0.583], [-0.684, 7.859, -1.724], [-2.448, 6.122, -1.435], [0.255, 3.754, 0.873], [1.999, 5.473, 0.622], [-0.525, -0.416, -3.687], [-1.141, 1.110, -5.650], [-1.995, 3.389, -5.059], [-3.486, -1.180, 0.765], [-2.803, -0.501, 1.914], [-3.363, -0.546, 3.206], [-2.727, 0.059, 4.247], [-1.512, 0.744, 4.032], [-0.759, 1.366, 5.054], [-1.365, 1.332, 6.862], [0.420, 1.997, 4.769], [0.889, 2.044, 3.459], [2.532, 2.935, 3.113], [0.214, 1.488, 2.355], [0.617, 1.565, 1.166], [-1.028, 0.790, 2.705], [-1.679, 0.148, 1.695], [-4.109, -2.003, 1.121], [-2.744, -1.555, 0.058], [-4.132, -0.461, 0.254], [-4.292, -1.080, 3.358], [-3.137, 0.014, 5.247], [0.993, 2.464, 5.558], [-0.687, -4.514, 0.677], [-0.003, -4.159, -0.653], [1.025, -5.254, -0.967], [-1.105, -4.188, -1.721], [0.675, -2.384, -0.484], [-0.585, -1.501, -0.675], [1.636, -2.297, 1.136], [2.489, -1.019, 1.099], [0.647, -2.148, 2.299], [2.545, -3.492, 1.446], [1.968, -2.141, -1.898], [1.275, -2.546, -3.208], [3.292, -2.910, -1.840], [2.276, -0.631, -2.005], [-1.264, -5.434, 0.544], [-1.370, -3.721, 0.985], [0.028, -4.694, 1.477], [0.512, -6.222, -0.965], [1.822, -5.307, -0.227], [1.480, -5.133, -1.948], [-1.693, -5.102, -1.589], [-0.704, -4.203, -2.733], [-1.752, -3.319, -1.614], [1.904, -0.136, 0.843], [3.333, -1.108, 0.419], [2.902, -0.849, 2.099], [-0.188, -1.484, 2.089], [1.184, -1.712, 3.149], [0.251, -3.106, 2.633], [3.264, -3.702, 0.658], [1.977, -4.399, 1.647], [3.112, -3.260, 2.355], [1.200, -3.625, -3.327], [1.861, -2.168, -4.052], [0.271, -2.133, -3.262], [3.148, -3.990, -1.763], [3.920, -2.586, -1.014], [3.852, -2.719, -2.763], [1.424, -0.018, -1.721], [2.530, -0.385, -3.041], [3.122, -0.338, -1.386]]}

# 4
{"formula": "C32H42F4N3O3STeTi", "method": "wB97M-V/def2-TZVPD", "e_above_lowest_kcal_mol": 14.1, "orbital_gap_ev": [5.0, 5.4], "s_squared": 0.771, "e_lumo_ev": [0.1, 0.1], "e_homo_ev": [-4.8817, -5.2613], "multiplicity": 2, "species": ["Ti", "C", "C", "N", "C", "C", "C", "C", "N", "C", "C", "F", "C", "F", "C", "C", "F", "C", "F", "H", "H", "H", "H", "H", "H", "H", "H", "H", "H", "H", "H", "H", "H", "H", "C", "Te", "C", "C", "C", "C", "C", "C", "C", "H", "H", "H", "H", "H", "H", "H", "H", "C", "C", "C", "O", "H", "H", "H", "H", "H", "H", "O", "S", "C", "C", "C", "C", "H", "H", "H", "H", "H", "H", "H", "H", "O", "N", "C", "C", "C", "C", "C", "H", "H", "H", "H", "H"], "positions_angstrom": [[-0.322, 0.217, 0.268], [2.267, 2.016, 4.010], [1.694, 0.702, 4.527], [1.438, -0.361, 3.548], [0.822, -1.471, 4.283], [0.825, -2.819, 3.583], [2.598, -0.730, 2.741], [2.597, -0.072, 1.352], [1.594, -0.620, 0.446], [1.885, -1.702, -0.276], [0.973, -2.138, -1.272], [-0.204, -1.441, -1.436], [1.172, -3.212, -2.101], [0.228, -3.496, -3.020], [2.309, -3.993, -2.012], [3.207, -3.630, -1.024], [4.321, -4.367, -0.859], [3.017, -2.548, -0.187], [3.955, -2.345, 0.773], [2.345, 2.725, 4.839], [1.646, 2.458, 3.239], [3.266, 1.889, 3.597], [0.739, 0.903, 5.031], [2.368, 0.329, 5.321], [-0.212, -1.170, 4.484], [1.308, -1.588, 5.266], [0.498, -2.720, 2.548], [0.128, -3.482, 4.095], [1.806, -3.295, 3.610], [2.590, -1.809, 2.589], [3.538, -0.506, 3.269], [3.603, -0.124, 0.924], [2.362, 0.980, 1.456], [2.477, -4.840, -2.657], [2.714, 0.570, -3.245], [0.883, 1.406, -2.500], [0.038, 0.250, -4.099], [1.135, 0.122, -5.121], [0.868, -0.154, -6.456], [1.903, -0.272, -7.371], [3.217, -0.122, -6.951], [3.491, 0.148, -5.619], [2.457, 0.276, -4.699], [2.939, -0.347, -2.695], [3.535, 1.270, -3.108], [-0.845, 0.741, -4.498], [-0.254, -0.727, -3.711], [-0.160, -0.271, -6.782], [1.684, -0.477, -8.411], [4.028, -0.208, -7.663], [4.516, 0.269, -5.290], [-3.686, 0.154, -1.997], [-2.617, 1.107, -1.570], [-2.549, 2.495, -2.138], [-1.861, 0.780, -0.607], [-3.991, 0.333, -3.030], [-4.580, 0.250, -1.369], [-3.336, -0.875, -1.897], [-2.589, 2.492, -3.231], [-1.628, 2.988, -1.824], [-3.394, 3.110, -1.803], [0.139, 2.107, 0.990], [-0.836, 2.163, 2.175], [-0.326, 3.750, 2.979], [-1.536, 4.673, 2.993], [-2.270, 4.414, 1.678], [-2.395, 2.901, 1.584], [0.460, 4.126, 2.322], [0.100, 3.541, 3.958], [-1.222, 5.711, 3.108], [-2.188, 4.432, 3.836], [-1.687, 4.793, 0.835], [-3.250, 4.890, 1.647], [-2.598, 2.497, 0.598], [-3.150, 2.516, 2.275], [-1.147, -1.270, 1.099], [-2.492, -1.531, 1.023], [-2.881, -2.678, 0.343], [-4.121, -3.201, 0.540], [-5.008, -2.642, 1.484], [-4.529, -1.574, 2.264], [-3.286, -1.058, 2.058], [-2.153, -3.064, -0.353], [-4.407, -4.067, -0.043], [-5.988, -3.063, 1.650], [-5.136, -1.150, 3.054], [-2.846, -0.260, 2.634]]}

# 5
{"formula": "C32H42F5N10O6P2RuSeTe", "method": "wB97M-V/def2-TZVPD", "e_above_lowest_kcal_mol": 0.0, "orbital_gap_ev": [6.0, 6.8], "s_squared": 8.818, "e_lumo_ev": [-1.2, -2.0], "e_homo_ev": [-7.2413, -8.8625], "multiplicity": 6, "species": ["Ru", "N", "C", "N", "C", "N", "N", "C", "N", "C", "C", "C", "C", "C", "N", "H", "H", "H", "H", "H", "H", "H", "H", "C", "P", "C", "N", "C", "C", "C", "C", "C", "C", "N", "C", "P", "C", "C", "C", "C", "C", "C", "C", "C", "C", "H", "H", "H", "H", "H", "H", "H", "H", "H", "H", "H", "H", "H", "H", "H", "H", "H", "H", "H", "H", "H", "H", "H", "H", "H", "H", "H", "H", "F", "Te", "F", "F", "F", "F", "O", "N", "C", "O", "C", "C", "C", "N", "C", "C", "H", "H", "H", "H", "H", "H", "O", "Se", "O", "O", "O"], "positions_angstrom": [[-0.104, -0.175, 1.132], [1.237, 1.925, 3.291], [-0.094, 2.012, 3.362], [-0.610, 2.895, 4.209], [-1.937, 3.007, 4.191], [-2.479, 3.928, 5.002], [-2.757, 2.291, 3.417], [-2.189, 1.420, 2.605], [-0.851, 1.250, 2.523], [-3.062, 0.617, 1.746], [-4.445, 0.811, 1.764], [-5.238, 0.075, 0.909], [-4.644, -0.847, 0.058], [-3.269, -1.002, 0.108], [-2.502, -0.291, 0.926], [1.761, 2.373, 4.024], [1.678, 1.134, 2.845], [-1.878, 4.381, 5.666], [-3.478, 3.960, 5.098], [-4.840, 1.551, 2.443], [-6.308, 0.226, 0.892], [-5.228, -1.431, -0.638], [-2.770, -1.722, -0.531], [3.468, -2.066, -1.001], [2.732, -0.429, -1.232], [0.993, -0.758, -1.934], [1.267, -1.416, -3.138], [0.749, -1.033, -4.285], [0.979, -1.779, -5.465], [0.301, -1.465, -6.613], [-0.605, -0.391, -6.636], [-0.805, 0.389, -5.514], [-0.127, 0.105, -4.333], [-0.289, 0.870, -3.216], [0.249, 0.556, -2.091], [-0.304, 1.468, -0.609], [-2.008, 1.821, -1.194], [0.387, 3.244, -0.584], [1.795, 3.275, 0.006], [0.376, 3.841, -1.997], [-0.528, 4.067, 0.332], [3.798, 0.436, -2.493], [3.027, 1.539, -3.218], [4.957, 1.033, -1.688], [4.284, -0.599, -3.520], [4.339, -2.184, -1.639], [2.743, -2.839, -1.258], [3.781, -2.194, 0.026], [1.654, -2.623, -5.410], [0.450, -2.056, -7.506], [-1.151, -0.174, -7.545], [-1.491, 1.227, -5.522], [-1.959, 2.469, -2.065], [-2.593, 2.287, -0.401], [-2.484, 0.888, -1.487], [2.494, 2.687, -0.579], [1.802, 2.883, 1.020], [2.154, 4.307, 0.038], [0.720, 3.128, -2.745], [1.033, 4.713, -2.027], [-0.622, 4.174, -2.282], [-0.672, 3.582, 1.299], [-1.505, 4.251, -0.113], [-0.058, 5.035, 0.518], [2.638, 2.283, -2.525], [2.200, 1.135, -3.801], [3.701, 2.050, -3.909], [4.598, 1.824, -1.030], [5.702, 1.454, -2.365], [5.439, 0.277, -1.065], [3.508, -1.331, -3.737], [5.173, -1.123, -3.171], [4.540, -0.096, -4.455], [3.674, -0.744, 2.266], [1.939, -1.812, 2.241], [3.378, -3.069, 2.508], [1.294, -3.416, 1.168], [1.906, -0.775, 3.963], [1.246, -3.028, 3.594], [2.413, 0.372, -0.001], [-2.962, -5.521, 5.019], [-2.962, -4.197, 5.301], [-3.568, -3.710, 6.234], [-2.166, -3.339, 4.357], [-2.009, -3.625, 3.011], [-1.302, -2.745, 2.213], [-0.755, -1.622, 2.687], [-0.890, -1.353, 3.995], [-1.592, -2.173, 4.849], [-3.441, -6.137, 5.652], [-2.352, -5.915, 4.326], [-2.425, -4.511, 2.551], [-1.167, -2.979, 1.168], [-0.397, -0.474, 4.381], [-1.674, -1.931, 5.899], [-1.567, -2.152, -2.732], [-0.682, -3.043, -1.758], [0.362, -4.050, -2.372], [0.383, -1.589, -0.883], [-1.509, -3.595, -0.522]]}